1.
Formula: C44H37N6O7PSScSe
Source: OMol25
Level of theory: ωB97M-V/def2-TZVPD

Each line ends with the Mulliken charge.
Cartesian coordinates (Å):
Sc -0.74 0.22 0.68  -0.0087
O -1.14 1.87 1.70  0.5742
C -2.03 2.64 2.26  0.0109
C -1.62 3.81 2.93  -1.0440
C -2.55 4.65 3.52  -0.5526
C -3.91 4.35 3.46  -0.9113
C -4.33 3.20 2.82  -0.7493
C -3.41 2.34 2.21  0.4890
C -3.85 1.12 1.55  0.2819
N -3.09 0.10 1.15  0.6653
C -3.95 -0.85 0.67  -0.3279
C -5.23 -0.42 0.76  -1.0881
N -5.15 0.83 1.32  -0.0802
H -0.56 4.02 2.97  0.4497
H -2.21 5.54 4.03  0.4175
H -4.63 5.00 3.93  0.3852
H -5.38 2.97 2.81  0.3187
H -3.58 -1.80 0.30  0.3576
H -6.16 -0.87 0.48  0.4492
H -5.92 1.45 1.51  0.1739
C 0.93 -3.15 -3.67  -0.6130
C 0.50 -2.05 -4.40  -0.5648
C 0.54 -0.78 -3.83  -0.5029
C 1.00 -0.61 -2.53  0.3104
C 1.45 -1.72 -1.81  -0.3674
C 1.41 -2.98 -2.38  -0.6031
P 0.88 1.01 -1.68  1.7339
C 2.54 1.72 -1.98  0.2738
C 3.56 1.03 -2.62  -0.6828
C 4.80 1.63 -2.82  -0.7516
C 5.02 2.93 -2.39  -0.5025
C 4.00 3.63 -1.75  -0.6870
C 2.77 3.03 -1.56  -0.3032
C -0.24 2.07 -2.50  -0.7444
C -0.06 2.68 -3.74  -0.2852
C -0.99 3.51 -4.32  -1.3832
C -2.12 3.88 -3.52  -0.4273
C -2.41 3.30 -2.34  -1.0349
C -1.62 2.11 -1.85  2.5617
H 0.87 -4.14 -4.10  0.3469
H 0.11 -2.18 -5.40  0.3934
H 0.16 0.07 -4.38  0.4120
H 1.79 -1.60 -0.79  0.4093
H 1.73 -3.84 -1.80  0.4187
H 3.40 0.02 -2.96  0.3733
H 5.58 1.08 -3.31  0.4015
H 5.98 3.40 -2.54  0.3810
H 4.16 4.65 -1.42  0.4129
H 1.97 3.58 -1.08  0.4333
H 0.90 2.53 -4.24  0.4149
H -0.78 4.01 -5.25  0.4022
H -2.74 4.70 -3.85  0.3943
H -3.21 3.68 -1.72  0.3230
O -1.74 -5.16 -0.70  -0.5881
C -2.82 -4.52 -1.29  0.2247
N -2.65 -4.32 -2.72  0.0895
C -2.75 -3.22 -3.51  -0.2536
O -2.88 -3.35 -4.72  -0.7403
C -2.67 -1.84 -2.94  0.2924
C -3.20 -0.79 -3.69  -1.0465
C -2.99 0.51 -3.30  -1.0290
C -2.21 0.76 -2.17  0.0276
N -1.75 -0.25 -1.41  2.3804
C -1.95 -1.51 -1.80  -2.0152
H -1.12 -4.57 -0.25  0.3003
H -3.07 -3.56 -0.82  -0.2818
H -3.68 -5.19 -1.16  0.3749
H -2.64 -5.16 -3.28  0.3190
H -3.75 -1.03 -4.60  0.4724
H -3.35 1.36 -3.87  0.5820
H -1.49 2.17 -0.76  -1.1580
H -1.46 -2.26 -1.19  0.9438
O 1.17 -2.00 2.55  -0.3461
Se -0.26 -2.77 2.05  0.9711
O -1.36 -2.65 3.21  -0.7054
O -0.77 -1.78 0.77  0.0395
O 0.11 -4.19 1.41  -0.8268
S 4.42 0.52 4.91  -0.1937
C 3.18 0.29 3.65  0.3555
C 1.95 -0.17 3.96  -1.4496
C 1.01 -0.41 2.88  0.2672
N 1.20 0.30 1.69  0.7559
C 2.46 0.70 1.42  -0.3233
C 3.49 0.68 2.32  -1.0295
C 4.75 -1.18 5.29  0.3281
C 5.32 -2.04 4.36  -0.1949
C 5.58 -3.35 4.73  -0.3987
N 5.34 -3.84 5.94  -0.6188
C 4.79 -3.02 6.82  -0.3325
C 4.48 -1.69 6.55  -0.1551
H 1.67 -0.42 4.97  0.5169
H -0.03 -0.36 3.22  0.4913
H 2.62 1.12 0.44  0.2086
H 4.46 1.06 2.05  0.5352
H 5.55 -1.69 3.36  0.3751
H 6.02 -4.03 4.01  0.3501
H 4.59 -3.43 7.80  0.3506
H 4.02 -1.07 7.31  0.3803

Results
Net charge: -1
2S+1: 1
Orbital gap, eV: 5.75
HOMO, eV: -3.68
Maximum force, eV/A: 1.0

2.
Formula: C44H38BaBr2ClF6IN6O3S2
Source: OMol25
Level of theory: ωB97M-V/def2-TZVPD

Each line ends with the Mulliken charge.
Cartesian coordinates (Å):
Ba -0.38 0.23 -0.08  0.1118
Cl -5.40 -3.79 4.23  -0.3421
C -4.56 -3.07 2.88  0.6268
C -5.26 -2.76 1.74  -0.4378
C -4.63 -2.18 0.64  -0.1245
I -5.75 -1.73 -1.06  -0.0992
C -3.25 -1.89 0.59  0.2523
O -2.65 -1.35 -0.38  -0.1874
C -2.53 -2.22 1.84  -0.7966
N -1.22 -1.91 1.86  1.2105
C -0.51 -2.13 2.94  -0.6306
C -1.05 -2.70 4.10  -1.0744
C -2.38 -3.04 4.11  -1.1040
C -3.17 -2.80 2.96  0.3551
H -6.32 -2.96 1.69  0.3762
H 0.54 -1.84 2.88  0.4213
H -0.42 -2.86 4.97  0.4027
H -2.85 -3.47 4.98  0.3804
S 1.87 4.70 1.87  -0.6526
C 2.83 4.36 0.46  1.2196
C 3.87 5.07 -0.11  -0.6222
C 4.47 4.56 -1.25  -0.6597
C 4.02 3.37 -1.82  -0.5081
C 2.99 2.65 -1.26  -0.2789
C 2.39 3.15 -0.10  -1.0961
N 1.37 2.52 0.58  1.6253
C 0.99 3.18 1.62  -0.6934
C -0.09 2.81 2.56  1.2160
C -0.30 3.64 3.68  -1.1266
C -1.29 3.32 4.59  -1.0125
C -2.08 2.20 4.36  -0.5215
C -1.87 1.42 3.23  -0.9469
C -0.88 1.68 2.28  1.0026
H 4.22 6.00 0.32  0.3932
H 5.28 5.11 -1.72  0.3540
H 4.50 2.98 -2.72  0.2723
H 2.64 1.71 -1.68  0.2201
H 0.31 4.52 3.86  0.3686
H -1.45 3.95 5.46  0.3208
H -2.87 1.95 5.07  0.3736
H -2.53 0.55 3.10  0.2505
Br 3.93 0.10 -3.75  -0.2375
C 3.55 -1.51 -2.83  -0.0340
C 4.33 -2.63 -3.11  -0.4982
C 4.09 -3.82 -2.48  -0.1674
Br 5.19 -5.32 -2.90  -0.3194
C 3.03 -3.94 -1.54  1.1564
C 2.69 -5.15 -0.88  -1.0051
C 1.62 -5.16 -0.03  -1.3070
C 0.91 -3.97 0.19  -0.2725
N 1.22 -2.83 -0.39  1.0769
C 2.25 -2.80 -1.25  -0.1327
C 2.49 -1.50 -1.90  -0.4689
O 1.78 -0.49 -1.63  0.3342
H 5.13 -2.55 -3.83  0.4246
H 3.26 -6.04 -1.08  0.2908
H 1.32 -6.07 0.48  0.4594
H 0.05 -3.96 0.85  0.1987
C -3.70 2.44 -1.42  -1.9236
C -2.25 2.72 -1.85  0.8851
O -1.41 1.79 -1.38  0.4376
C -2.18 2.73 -3.39  0.3218
F -2.45 1.52 -3.88  -0.2252
F -0.99 3.09 -3.88  -0.2350
F -3.09 3.56 -3.97  -0.3220
C -1.82 4.10 -1.29  0.3378
F -0.54 4.38 -1.50  -0.2480
F -2.02 4.16 0.03  -0.3214
F -2.52 5.14 -1.81  -0.3276
H -3.98 1.46 -1.81  0.3345
H -4.42 3.19 -1.76  0.3737
H -3.72 2.39 -0.33  0.3749
C 5.64 1.14 0.77  -0.3244
C 4.74 0.10 0.13  -0.1242
N 3.44 0.16 0.76  0.7233
C 3.24 0.35 2.10  -0.3681
N 2.09 0.04 2.58  0.3397
C 1.79 0.29 3.98  -0.6444
C 2.70 1.35 4.59  -0.4458
C 4.14 1.01 4.24  -0.8941
N 4.27 0.97 2.79  0.3448
C 5.62 0.92 2.28  -0.9178
H 5.27 2.14 0.54  -0.0282
H 6.66 1.05 0.39  0.4485
H 5.20 -0.90 0.23  0.3662
H 4.61 0.30 -0.93  -0.1274
H 2.69 -0.30 0.28  -0.6679
H 1.87 -0.65 4.55  0.5058
H 0.75 0.61 4.06  0.0613
H 2.57 1.40 5.68  0.4340
H 2.45 2.33 4.18  0.0638
H 4.43 0.05 4.69  0.2830
H 4.84 1.77 4.61  0.4616
H 6.11 -0.04 2.52  0.2826
H 6.19 1.70 2.80  0.4721
C -1.19 -1.63 -3.63  -0.5949
S -0.44 -3.26 -3.49  -0.1856
C -1.54 -3.95 -2.24  -0.3369
H -2.19 -1.69 -4.06  0.4851
H -0.56 -1.00 -4.26  0.3636
H -1.27 -1.18 -2.64  -0.1741
H -1.56 -3.31 -1.36  -0.3555
H -1.15 -4.93 -1.96  0.3855
H -2.55 -4.06 -2.61  0.3691

Results
Net charge: -2
2S+1: 1
Orbital gap, eV: 6.04
HOMO, eV: -2.43
Maximum force, eV/A: 1.8

3.
Formula: C44H38BrMnN5S2
Source: OMol25
Level of theory: ωB97M-V/def2-TZVPD

Each line ends with the Löwdin spin population.
Cartesian coordinates (Å):
Mn 16.19 -12.79 -8.49  3.4852
S 14.70 -18.92 -12.68  0.0001
C 13.37 -18.60 -13.69  0.0003
C 13.03 -17.26 -13.68  0.0000
C 13.84 -16.50 -12.80  0.0004
C 14.82 -17.26 -12.19  0.0000
C 15.76 -16.86 -11.15  0.0006
C 15.72 -15.52 -10.68  0.0007
N 16.49 -15.04 -9.74  0.0189
C 17.40 -15.83 -9.14  -0.0005
C 17.52 -17.17 -9.53  0.0005
C 18.54 -17.98 -8.92  0.0000
C 19.38 -17.46 -7.96  0.0008
C 19.24 -16.09 -7.52  0.0008
C 20.00 -15.55 -6.50  0.0004
C 19.83 -14.23 -6.11  0.0005
C 18.82 -13.50 -6.80  0.0052
N 18.07 -14.02 -7.75  0.0283
C 18.26 -15.29 -8.13  0.0025
C 20.58 -13.51 -5.08  0.0002
C 20.31 -12.24 -4.62  0.0001
C 21.17 -11.83 -3.54  0.0000
C 22.05 -12.84 -3.18  -0.0001
S 21.87 -14.23 -4.15  0.0001
C 16.69 -17.67 -10.53  -0.0025
H 12.85 -19.37 -14.19  0.0000
H 12.21 -16.88 -14.28  0.0000
H 13.71 -15.44 -12.63  0.0001
H 14.92 -14.88 -11.06  0.0013
H 18.60 -19.01 -9.23  0.0000
H 20.12 -18.05 -7.45  0.0001
H 20.73 -16.21 -6.00  0.0000
H 18.66 -12.48 -6.54  0.0017
H 19.53 -11.63 -4.97  0.0003
H 21.06 -10.89 -3.04  0.0000
H 22.83 -12.77 -2.44  0.0000
H 16.83 -18.69 -10.84  -0.0002
Br 14.13 -8.50 -2.73  0.0090
C 14.89 -9.07 -4.36  0.0405
C 14.66 -10.38 -4.70  -0.0028
C 15.17 -10.85 -5.85  0.0254
C 15.99 -10.08 -6.67  0.0053
C 16.17 -8.74 -6.34  0.0385
C 15.64 -8.23 -5.16  -0.0033
N 16.55 -10.70 -7.78  0.2078
C 17.54 -10.12 -8.42  0.2026
C 18.03 -10.70 -9.59  0.0952
C 18.98 -10.03 -10.41  0.0589
C 19.31 -10.52 -11.63  0.0523
C 18.70 -11.72 -12.06  0.1119
C 17.84 -12.36 -11.19  0.0182
N 17.47 -11.89 -10.01  0.1237
H 14.06 -11.00 -4.03  -0.0009
H 15.03 -11.89 -6.13  -0.0003
H 16.81 -8.10 -6.97  0.0042
H 15.78 -7.19 -4.92  -0.0013
H 17.97 -9.18 -8.07  0.0127
H 19.42 -9.08 -10.07  0.0004
H 20.05 -10.03 -12.28  0.0005
H 18.87 -12.15 -13.03  0.0072
H 17.38 -13.30 -11.47  -0.0014
C 10.28 -13.45 -8.54  0.0020
C 11.70 -13.09 -8.12  0.0099
C 11.84 -11.61 -7.74  0.0071
C 12.22 -13.91 -7.00  0.0740
C 11.34 -14.34 -6.02  -0.0130
C 11.77 -15.06 -4.88  0.1140
C 13.13 -15.33 -4.76  -0.0062
C 14.03 -14.97 -5.71  0.0819
C 15.42 -15.41 -5.50  0.0099
C 15.59 -16.83 -4.95  0.0028
C 16.16 -14.48 -4.53  0.0071
C 13.67 -14.15 -6.87  -0.0128
N 14.60 -13.58 -7.62  0.1667
H 9.99 -12.94 -9.44  0.0002
H 9.54 -13.14 -7.81  0.0001
H 10.20 -14.51 -8.68  0.0000
H 12.34 -13.22 -8.97  0.0013
H 11.45 -11.37 -6.74  0.0002
H 11.29 -10.96 -8.42  0.0007
H 12.91 -11.36 -7.73  0.0010
H 10.29 -14.05 -6.13  -0.0033
H 11.07 -15.40 -4.12  0.0077
H 13.48 -15.79 -3.84  -0.0026
H 15.91 -15.37 -6.49  -0.0005
H 15.20 -16.90 -3.93  -0.0001
H 16.66 -17.01 -4.92  0.0001
H 15.10 -17.61 -5.55  -0.0001
H 15.68 -14.54 -3.55  -0.0001
H 16.15 -13.42 -4.82  0.0001
H 17.19 -14.82 -4.45  0.0011

Results
Net charge: 0
2S+1: 6
⟨S²⟩: 8.93
Orbital gap (spin up / spin down), eV: 4.64 / 5.22
HOMO (spin up / spin down), eV: -5.65 / -6.23
Maximum force, eV/A: 3.5

4.
Formula: C44H38IrN4OS3
Source: OMol25
Level of theory: ωB97M-V/def2-TZVPD

Each line ends with the Löwdin spin population.
Cartesian coordinates (Å):
Ir -1.10 2.25 0.72  0.5336
N -0.40 3.60 -0.11  0.1842
S 0.29 0.62 -2.07  -0.0008
N -0.12 -0.96 -1.78  0.0006
S 0.62 -1.68 -0.61  0.0000
N -0.07 -1.85 0.77  0.0006
S -1.16 -0.92 1.47  0.0216
N -1.52 0.39 0.84  0.0641
C -0.57 -0.83 3.13  0.0081
C 0.71 -1.26 3.48  0.0034
C 1.12 -1.12 4.79  0.0003
C 0.27 -0.55 5.73  0.0017
C -1.01 -0.13 5.37  -0.0001
C -1.44 -0.27 4.06  0.0017
C -2.61 -1.92 1.56  0.0001
C -3.81 -1.39 1.11  0.0008
C -4.94 -2.18 1.19  0.0001
C -4.86 -3.47 1.70  0.0001
C -3.64 -3.98 2.14  0.0001
C -2.50 -3.20 2.08  -0.0002
C 2.22 -0.97 -0.35  0.0000
C 2.32 0.12 0.50  -0.0004
C 3.54 0.76 0.63  0.0000
C 4.65 0.29 -0.08  0.0000
C 4.53 -0.81 -0.92  0.0000
C 3.31 -1.45 -1.07  0.0000
C 0.88 -3.32 -1.16  0.0000
C 0.89 -3.57 -2.53  0.0000
C 1.16 -4.86 -2.96  0.0000
C 1.41 -5.86 -2.04  0.0000
C 1.40 -5.59 -0.67  0.0000
C 1.14 -4.31 -0.22  0.0000
C 1.24 0.56 -3.56  0.0000
C 2.49 1.14 -3.51  -0.0001
C 3.29 1.10 -4.65  0.0001
C 2.83 0.47 -5.79  0.0000
C 1.56 -0.11 -5.83  0.0001
C 0.75 -0.06 -4.71  0.0000
C -1.26 1.29 -2.62  0.0003
C -1.22 2.47 -3.36  0.0014
C -2.41 3.06 -3.73  0.0001
C -3.62 2.49 -3.36  0.0000
C -3.65 1.31 -2.64  -0.0003
C -2.46 0.69 -2.25  0.0000
H 1.35 -1.71 2.74  0.0002
H 2.11 -1.45 5.09  0.0000
H 0.59 -0.45 6.76  0.0001
H -1.67 0.31 6.11  0.0000
H -2.43 0.06 3.77  0.0000
H -3.85 -0.38 0.73  0.0001
H -5.89 -1.79 0.85  0.0000
H -5.75 -4.08 1.76  0.0000
H -3.59 -4.98 2.55  0.0000
H -1.55 -3.59 2.42  0.0000
H 1.45 0.49 1.04  -0.0005
H 3.64 1.62 1.28  0.0000
H 5.60 0.78 0.04  0.0000
H 5.39 -1.17 -1.46  0.0000
H 3.22 -2.30 -1.73  0.0000
H 0.69 -2.77 -3.23  0.0000
H 1.16 -5.08 -4.02  0.0000
H 1.62 -6.87 -2.38  0.0000
H 1.60 -6.38 0.04  0.0000
H 1.12 -4.09 0.84  0.0000
H 2.82 1.65 -2.61  -0.0001
H 4.27 1.55 -4.64  0.0000
H 3.45 0.43 -6.67  0.0000
H 1.20 -0.58 -6.73  0.0000
H -0.25 -0.49 -4.72  0.0000
H -0.27 2.90 -3.64  0.0001
H -2.39 3.97 -4.31  0.0000
H -4.55 2.96 -3.66  0.0000
H -4.59 0.85 -2.37  0.0000
H -2.47 -0.23 -1.69  0.0001
C -0.18 3.29 5.28  0.0219
C 0.83 2.76 4.49  -0.0033
C 0.59 2.45 3.16  0.0149
C -0.67 2.69 2.62  -0.0125
C -1.68 3.25 3.40  0.0165
C -1.43 3.54 4.74  -0.0027
H 0.02 3.54 6.31  0.0011
H 1.81 2.58 4.91  -0.0007
H 1.38 2.05 2.55  0.0005
H -2.66 3.47 2.97  0.0007
H -2.22 3.97 5.34  -0.0006
C 0.52 5.65 -1.01  0.0029
C 0.56 4.15 -0.93  0.0419
O 1.33 3.44 -1.54  0.0959
H 1.38 6.00 -1.57  -0.0003
H 0.50 6.09 -0.02  0.0006
H -0.40 5.95 -1.52  0.0021

Results
Net charge: +2
2S+1: 2
⟨S²⟩: 0.76
Orbital gap (spin up / spin down), eV: 7.21 / 7.32
HOMO (spin up / spin down), eV: -12.94 / -13.64
Maximum force, eV/A: 0.2

5.
Formula: C44H39AsN3O7RuS
Source: OMol25
Level of theory: ωB97M-V/def2-TZVPD

Each line ends with the Löwdin spin population.
Cartesian coordinates (Å):
Ru 0.52 -0.61 -0.41  3.4249
O 2.41 -3.68 -1.06  0.0063
S 2.81 -2.37 -0.63  0.0155
O 2.67 -1.29 -1.59  0.0501
N 2.04 -1.78 0.68  0.0867
C 1.97 -2.40 1.88  0.0085
C 2.16 -3.76 2.11  0.0147
C 2.01 -4.30 3.39  0.0025
C 1.67 -3.52 4.46  0.0129
C 1.51 -2.13 4.30  0.0052
C 1.18 -1.25 5.35  0.0038
C 1.11 0.10 5.11  0.0007
C 1.38 0.56 3.81  0.0137
N 1.64 -0.23 2.80  0.0263
C 1.68 -1.55 3.01  0.0060
C 4.50 -2.42 -0.07  -0.0002
C 5.12 -1.21 0.18  0.0026
C 6.39 -1.20 0.74  -0.0002
C 7.02 -2.40 1.04  0.0027
C 6.38 -3.61 0.79  -0.0001
C 5.12 -3.62 0.23  0.0022
H 2.38 -4.39 1.27  0.0006
H 2.15 -5.36 3.53  -0.0001
H 1.54 -3.94 5.44  0.0007
H 1.01 -1.65 6.34  0.0000
H 0.87 0.80 5.90  -0.0001
H 1.40 1.62 3.61  0.0013
H 4.60 -0.30 -0.05  0.0001
H 6.89 -0.27 0.94  -0.0001
H 8.00 -2.40 1.48  0.0002
H 6.88 -4.54 1.02  -0.0001
H 4.59 -4.54 0.01  0.0002
O -0.41 -2.63 -0.86  0.0684
C -0.27 -3.22 -1.93  0.0099
C -0.23 -2.67 -3.26  0.0037
C -0.41 -3.57 -4.31  0.0005
C -0.49 -3.15 -5.62  0.0022
C -0.33 -1.78 -5.93  0.0008
C -0.12 -0.88 -4.93  0.0053
C -0.06 -1.26 -3.54  0.0080
O 0.14 -0.37 -2.68  0.0875
N -0.76 -4.09 -6.65  0.0003
O -1.00 -5.24 -6.32  0.0004
O -0.75 -3.70 -7.80  0.0009
H -0.24 -4.32 -1.91  0.0037
H -0.54 -4.62 -4.10  0.0001
H -0.39 -1.47 -6.97  0.0001
H -0.01 0.17 -5.15  0.0001
O -1.67 0.45 -0.75  0.0795
As -1.63 2.07 -0.65  0.0144
C 0.11 2.95 -0.57  0.0033
C 0.17 4.32 -0.35  0.0000
C 1.38 4.99 -0.46  0.0017
C 2.53 4.30 -0.79  0.0009
C 2.48 2.93 -1.00  0.0052
C 1.27 2.26 -0.91  0.0317
C -2.84 2.73 0.75  0.0146
C -4.15 2.33 0.57  0.0096
C -5.14 2.73 1.45  -0.0008
C -4.80 3.53 2.53  0.0070
C -3.49 3.94 2.72  -0.0008
C -2.51 3.54 1.83  0.0109
C -2.57 2.82 -2.19  0.0015
C -2.90 4.17 -2.24  0.0003
C -3.70 4.64 -3.27  0.0001
C -4.17 3.77 -4.23  0.0001
C -3.83 2.42 -4.19  0.0001
C -3.03 1.95 -3.16  0.0008
H -0.73 4.87 -0.10  0.0001
H 1.41 6.06 -0.30  0.0001
H 3.47 4.83 -0.89  0.0001
H 3.37 2.38 -1.27  0.0003
H 1.23 1.18 -1.15  0.0152
H -4.39 1.69 -0.28  0.0003
H -6.16 2.42 1.30  -0.0002
H -5.57 3.84 3.23  0.0005
H -3.24 4.56 3.56  -0.0002
H -1.48 3.86 1.98  0.0001
H -2.55 4.84 -1.47  0.0001
H -3.96 5.69 -3.31  0.0000
H -4.82 4.13 -5.02  0.0000
H -4.20 1.74 -4.94  0.0000
H -2.75 0.90 -3.09  0.0003
C -2.20 -1.49 1.64  0.0191
C -1.77 -0.50 2.72  0.0991
C -2.96 -0.02 3.56  0.0082
C -1.03 0.63 2.13  0.6906
H -2.67 -2.37 2.08  0.0007
H -1.32 -1.81 1.07  0.0020
H -2.90 -1.02 0.95  0.0003
H -1.10 -1.06 3.40  0.0315
H -3.64 0.57 2.96  0.0005
H -2.62 0.59 4.40  0.0001
H -3.51 -0.87 3.96  -0.0001
H -0.99 1.56 2.66  0.0333
H -0.20 0.39 1.45  0.0380

Results
Net charge: 0
2S+1: 6
⟨S²⟩: 8.76
Orbital gap (spin up / spin down), eV: 7.67 / 7.31
HOMO (spin up / spin down), eV: -7.45 / -7.78
Maximum force, eV/A: 2.8

Number 1: total energy -175676.6428 eV. Number 2: total energy -260713.7975 eV. Number 3: total energy -176727.3383 eV. Number 4: total energy -89577.0771 eV. Number 5: total energy -139312.3841 eV.